No. 1
Computed, not measured: a cluster of 2 separate species, C2H2BrO2S in total, with the ωB97M-V functional and the def2-TZVPD basis.

Relative energy (zero: lowest compared OMol25 entry of this formula, charge and spin)   2.8025 eV
Calculated total energy   -3200.07761 Eh

Geometry as ORCA input:
```
! wB97M-V def2-TZVPD RIJCOSX def2/J DEFGRID3
* xyz -1 1
C -2.69160 -1.76809 -0.08799
C -2.25613 -0.45582 -0.38173
O -3.09396 -2.63000 0.67049
O -2.83567 -1.40494 -1.35684
S 1.96450 0.21839 -0.61574
Br -3.37983 1.12395 0.02451
H -1.16024 -0.25080 -0.52977
H 2.62467 1.24607 -0.05362
*
```



No. 2
Computed, not measured: the ion C4H3O3 with charge -1, with the ωB97M-V functional and the def2-TZVPD basis.

Relative energy (zero: lowest compared OMol25 entry of this formula, charge and spin)   1.8345 eV
Calculated total energy   -379.88875 Eh
SMILES   C=C=C(O)C(=O)[O-]

Geometry as ORCA input:
```
! wB97M-V def2-TZVPD RIJCOSX def2/J DEFGRID3
* xyz -1 1
C -0.84258 -1.17615 -1.35827
C -0.83345 -0.57952 -0.23216
C -0.38977 0.19222 0.77481
O -0.55187 0.89721 2.13844
C 1.08300 0.56966 0.31545
O 1.39889 1.66189 0.90348
O 1.70643 -0.07839 -0.52034
H -1.16058 -0.81252 -2.33014
H -0.51063 -2.18351 -1.62353
H 0.10056 1.50910 1.93226
*
```



No. 3
Computed, not measured: a structure of composition C20H36AuGeIO2P, with the ωB97M-V functional and the def2-TZVPD basis.

Relative energy (zero: lowest compared OMol25 entry of this formula, charge and spin)   0.0000 eV
Calculated total energy   -3785.91473 Eh

Geometry as ORCA input:
```
! wB97M-V def2-TZVPD RIJCOSX def2/J DEFGRID3
* xyz -1 1
Au 0.45370 -2.86397 -0.43150
C -3.21502 -2.22781 -1.13600
Ge -2.65605 -3.39505 0.34099
C -4.14136 -4.68064 0.60621
C -2.54383 -2.31098 1.97343
C -0.96348 -4.27046 -0.00291
H -4.17437 -1.75225 -0.91704
H -3.31346 -2.79329 -2.06495
H -2.46134 -1.45230 -1.28073
H -5.07946 -4.16635 0.82763
H -3.91713 -5.35834 1.43285
H -4.28527 -5.28352 -0.29341
H -3.45654 -1.73465 2.14313
H -1.70530 -1.62244 1.85653
H -2.35942 -2.93960 2.84722
H -1.07534 -4.97488 -0.83380
H -0.68128 -4.85164 0.88187
C -0.23562 2.98542 -1.57421
C 0.07147 1.50899 -1.33346
C -0.38940 0.65654 -2.51830
P -0.53343 0.71659 0.26215
C 0.96355 1.00548 1.33983
C 0.97126 0.05100 2.53525
C 1.28120 2.44607 1.72922
C -1.80422 1.92170 0.90598
C -3.09065 1.72392 0.09687
C -2.11079 1.65773 2.38172
H 0.23683 3.31107 -2.50603
H 0.13527 3.62680 -0.77420
H -1.30715 3.16590 -1.67586
H 1.15747 1.40065 -1.26181
H -1.47701 0.69503 -2.63239
H -0.10250 -0.38583 -2.37295
H 0.05521 1.01775 -3.45213
H 1.76674 0.67158 0.68039
H 0.21400 0.31339 3.27792
H 1.94896 0.06687 3.02353
H 0.79213 -0.97443 2.20390
H 0.50646 2.88420 2.36122
H 1.40213 3.08248 0.85096
H 2.22121 2.48173 2.28866
H -1.45917 2.95307 0.79097
H -3.48995 0.72132 0.27396
H -2.93140 1.82029 -0.97758
H -3.85020 2.45350 0.39400
H -2.33766 0.60201 2.54598
H -2.98588 2.23764 2.69243
H -1.28399 1.92999 3.03592
I 6.63075 3.40827 -2.83390
C 5.43375 1.88216 -2.03284
C 5.72755 1.37909 -0.77508
C 4.92854 0.37095 -0.25338
C 3.84603 -0.12119 -0.97071
C 3.57128 0.39930 -2.22993
C 4.36474 1.40158 -2.77272
C 2.96431 -1.19790 -0.35061
O 3.32575 -1.71604 0.70002
O 1.88461 -1.40474 -1.00543
H 6.56517 1.76666 -0.21123
H 5.12803 -0.05237 0.72259
H 2.72087 0.01063 -2.77480
H 4.14872 1.80330 -3.75344
*
```



No. 4
Computed, not measured: a structure of composition C32H29N5O2Pt, with the ωB97M-V functional and the def2-TZVPD basis.

Relative energy (zero: lowest compared OMol25 entry of this formula, charge and spin)   3.1944 eV
Calculated total energy   -1779.77034 Eh

Geometry as ORCA input:
```
! wB97M-V def2-TZVPD RIJCOSX def2/J DEFGRID3
* xyz 2 1
Pt 0.05551 1.31719 -0.52813
C -2.28215 1.99374 1.38062
N -0.91423 2.30564 0.94937
C -0.28954 3.33721 1.42896
C 0.93184 3.66459 0.83085
C 1.93994 4.57304 1.10070
C 2.95664 4.32701 0.16831
C 2.53808 3.28513 -0.65100
N 1.29812 2.91651 -0.28672
C -3.21591 2.26491 0.21680
C -3.21152 3.52383 -0.38597
C -4.08769 3.80789 -1.41878
C -4.97809 2.83601 -1.86087
C -4.99001 1.58559 -1.26384
C -4.10945 1.30014 -0.22852
H -2.51861 2.63986 2.22943
H -2.33504 0.95439 1.70113
H -0.71516 3.92660 2.23405
H 1.92875 5.30538 1.88980
H 3.90145 4.83163 0.07393
H 3.07255 2.83145 -1.46863
H -2.52812 4.29205 -0.04504
H -4.08958 4.79035 -1.86976
H -5.66651 3.05953 -2.66384
H -5.69313 0.83443 -1.59528
H -4.13299 0.33402 0.25063
N 0.90882 0.01449 0.79154
C 0.38732 -0.94400 1.40991
C -1.04639 -1.29903 1.32774
C -1.78446 -1.44743 2.50111
C -3.10832 -1.84229 2.42633
C -3.68694 -2.12159 1.18973
C -2.95303 -1.96706 0.02390
C -1.63617 -1.53424 0.08812
C 1.29234 -1.70527 2.30356
C 0.97978 -3.02583 2.62509
C 1.82290 -3.74214 3.45501
C 2.97091 -3.14642 3.96388
C 3.28315 -1.83091 3.64180
C 2.44959 -1.10821 2.80902
H -1.31957 -1.26853 3.46090
H -3.68515 -1.95752 3.33323
H -4.71159 -2.46277 1.14080
H -3.39946 -2.19099 -0.93535
H -1.04684 -1.45567 -0.82310
H 0.09114 -3.49126 2.22184
H 1.58425 -4.76523 3.70919
H 3.62111 -3.70804 4.62035
H 4.17040 -1.36888 4.05109
H 2.67643 -0.08037 2.56282
O 1.33640 -3.26248 -0.53813
C 2.56916 -3.28813 -1.24219
N 2.40678 -3.59666 -2.63255
C 2.20269 -2.73093 -3.66217
O 2.13478 -3.08638 -4.81364
C 2.04158 -1.25601 -3.36389
C 2.66589 -0.35580 -4.22049
C 2.40496 0.99740 -4.08314
C 1.54836 1.41095 -3.08660
N 0.96266 0.54796 -2.23588
C 1.20074 -0.76631 -2.38192
H 0.95739 -4.14966 -0.54326
H 3.25645 -4.01049 -0.79902
H 2.99114 -2.29043 -1.12315
H 2.46874 -4.56167 -2.92888
H 3.31541 -0.72626 -5.00193
H 2.83951 1.72481 -4.75193
H 1.27159 2.45176 -2.98028
H 0.70043 -1.44061 -1.69767
*
```



No. 5
Computed, not measured: a structure of composition C32H33CaN8O2, with the ωB97M-V functional and the def2-TZVPD basis.

Relative energy (zero: lowest compared OMol25 entry of this formula, charge and spin)   1.2342 eV
Calculated total energy   -2505.30165 Eh

Geometry as ORCA input:
```
! wB97M-V def2-TZVPD RIJCOSX def2/J DEFGRID3
* xyz 1 1
Ca -0.43222 -1.05260 -0.40277
C 3.72181 -0.84408 1.93103
C 3.49477 0.20267 2.82136
C 2.27251 0.85732 2.80313
C 1.27829 0.46427 1.89185
C 1.46301 -0.59055 0.96350
C 2.72571 -1.21015 1.03101
C -0.05878 1.15147 1.91709
C -0.34839 2.18467 2.85211
C -1.58339 2.74606 2.89300
C -2.58818 2.32814 1.99215
C -3.89264 2.87594 1.98883
C -4.81771 2.45023 1.08155
C -4.46502 1.46559 0.13035
C -3.21129 0.92695 0.11459
C -2.23910 1.33494 1.06417
N -0.98589 0.75161 1.04971
H 4.67335 -1.36768 1.94866
H 4.25745 0.49605 3.53378
H 2.11531 1.66049 3.51916
H 2.95330 -2.02304 0.34188
H 0.40812 2.51304 3.54941
H -1.81082 3.52237 3.61894
H -4.14293 3.63921 2.71863
H -5.81715 2.86902 1.07914
H -5.19507 1.15013 -0.60669
H -2.94253 0.21651 -0.65793
N 1.58759 -0.97180 -2.41107
C 1.52519 0.48921 -2.59155
C 1.89731 0.97051 -4.00513
C 1.88183 2.48268 -4.31848
C 2.82296 3.34207 -3.47300
N 2.25231 3.51643 -2.13745
C 2.93448 3.73061 -1.03456
N 4.24193 4.02763 -1.07203
N 2.32165 3.60241 0.14736
C 0.12356 0.95624 -2.18033
O -0.01857 2.12878 -1.78642
O -0.79251 0.06046 -2.20505
H 2.52990 -1.30751 -2.55545
H 0.99947 -1.42470 -3.10075
H 2.22714 0.90005 -1.87350
H 1.22976 0.46537 -4.70926
H 2.90283 0.59025 -4.20919
H 0.87015 2.88899 -4.24005
H 2.18517 2.60739 -5.35784
H 2.96892 4.31472 -3.94420
H 3.79874 2.84822 -3.40748
H 1.27347 3.20385 -2.01268
H 4.67580 4.26482 -1.94602
H 4.73723 4.26257 -0.23104
H 1.39305 3.20838 0.17364
H 2.83272 3.65245 1.00990
C -1.46209 -3.27065 5.18499
C -2.07462 -4.28304 4.44593
C -2.09562 -4.22336 3.06645
C -1.49980 -3.13972 2.42594
C -0.90662 -2.12379 3.15578
C -0.87673 -2.19360 4.54032
N -1.47702 -2.98389 0.98858
N -1.77961 -4.00993 0.38765
C -1.83656 -3.92740 -1.05415
C -2.40198 -5.01931 -1.67234
C -2.51600 -5.01429 -3.05487
C -2.05816 -3.91701 -3.75793
C -1.49622 -2.86613 -3.05134
N -1.37158 -2.86581 -1.71860
H -1.45028 -3.32403 6.26730
H -2.54142 -5.11830 4.95280
H -2.57430 -4.99652 2.48248
H -0.43372 -1.30439 2.63327
H -0.39530 -1.40743 5.10904
H -2.74156 -5.84742 -1.06329
H -2.95844 -5.85654 -3.57105
H -2.13170 -3.86611 -4.83575
H -1.15524 -1.97006 -3.55720
*
```